# 1
Entry from the Open Molecules 2025 dataset: one molecule with the formula C19H22N6O6S in a non-equilibrium geometry (ωB97M-V/def2-TZVPD).

Summary:
**F_max**: 1.4 eV/Å
**HOMO level**: -7.96 eV
**Frontier orbital gap**: 7.57 eV
**Energy above the lowest of the compared OMol25 structures with the same formula, charge and spin**: 0.242 eV
**Lowest unoccupied orbital energy**: -0.387 eV

XYZ file:
```
54
C19H22N6O6S (ωB97M-V/def2-TZVPD)
C -4.285 -0.576 1.426
C -5.144 -0.277 0.240
C -4.574 0.028 -1.003
C -3.093 0.156 -1.207
O -2.525 -0.462 -2.099
N -2.518 1.033 -0.367
C -1.202 1.511 -0.219
C -0.032 1.035 -0.802
N 0.075 -0.041 -1.586
N 1.150 1.660 -0.532
C 1.197 2.647 0.285
S 2.762 3.367 0.596
C 3.736 2.435 -0.620
C 3.584 0.920 -0.519
O 3.520 0.231 -1.513
N 3.568 0.442 0.740
C 3.677 -0.969 1.008
C 5.124 -1.341 1.406
C 5.366 -2.849 1.281
C 5.768 -2.999 -0.192
C 6.185 -1.575 -0.610
O 6.060 -0.747 0.537
N 0.118 3.143 0.925
C -1.155 2.604 0.709
O -2.129 3.055 1.297
C -5.362 0.203 -2.134
C -6.742 0.116 -2.060
C -7.331 -0.156 -0.843
C -6.542 -0.349 0.288
N -7.253 -0.630 1.512
O -8.364 -1.107 1.408
O -6.720 -0.367 2.568
H -4.223 0.294 2.080
H -4.708 -1.382 2.022
H -3.283 -0.859 1.116
H -3.121 1.552 0.271
H 0.978 -0.202 -2.003
H -0.781 -0.433 -1.985
H 3.440 2.755 -1.618
H 4.776 2.711 -0.438
H 3.760 1.074 1.502
H 3.400 -1.482 0.085
H 2.987 -1.252 1.807
H 5.338 -0.951 2.407
H 6.187 -3.143 1.934
H 4.483 -3.429 1.541
H 6.585 -3.707 -0.314
H 4.928 -3.342 -0.795
H 5.543 -1.193 -1.413
H 7.227 -1.514 -0.932
H 0.191 3.921 1.569
H -4.874 0.407 -3.075
H -7.348 0.259 -2.940
H -8.403 -0.227 -0.742
```

# 2
Entry from the Open Molecules 2025 dataset: a 2-piece molecular cluster, C19H22O4S overall in a non-equilibrium geometry (ωB97M-V/def2-TZVPD).

Summary:
**F_max**: 2.5 eV/Å
**HOMO level**: -6.01 eV
**Frontier orbital gap**: 2.59 eV
**Energy above the lowest of the compared OMol25 structures with the same formula, charge and spin**: 3.595 eV
**Lowest unoccupied orbital energy**: -3.417 eV

XYZ file:
```
46
C19H22O4S (ωB97M-V/def2-TZVPD)
C 3.119 -4.060 0.390
C 2.306 -3.095 -0.432
O 1.080 -2.837 0.287
C 0.379 -1.782 -0.261
C -0.874 -1.715 0.449
S -2.170 -0.684 0.042
C -3.650 -1.734 0.153
C -4.072 -2.445 -0.975
C -5.161 -3.318 -0.890
C -5.852 -3.445 0.322
C -5.468 -2.695 1.440
C -4.374 -1.825 1.349
O -2.372 0.324 1.058
O -2.099 -0.325 -1.353
O 0.815 -1.075 -1.164
H 4.075 -4.279 -0.088
H 3.338 -3.645 1.376
H 2.586 -5.003 0.519
H 2.851 -2.151 -0.589
H 2.054 -3.533 -1.411
H -0.976 -2.340 1.323
H -3.543 -2.319 -1.918
H -5.461 -3.896 -1.767
H -6.693 -4.131 0.396
H -6.012 -2.782 2.383
H -4.082 -1.223 2.206
C 2.778 1.760 1.591
C 1.957 2.901 1.112
C 1.174 3.637 2.137
C 2.006 3.327 -0.229
C 1.233 4.442 -0.705
C 1.233 4.806 -2.044
C 2.033 4.115 -2.967
C 2.848 3.060 -2.530
C 2.844 2.675 -1.198
H 2.571 0.834 1.039
H 3.855 1.962 1.516
H 2.547 1.585 2.648
H 0.212 4.003 1.766
H 0.990 2.967 2.985
H 1.736 4.498 2.528
H 0.628 5.005 0.008
H 0.606 5.639 -2.377
H 2.030 4.406 -4.017
H 3.492 2.534 -3.241
H 3.485 1.854 -0.867
```

# 3
Entry from the Open Molecules 2025 dataset: C19H23AlClN5O2S3Sb as an isolated structure (ωB97M-V/def2-TZVPD).

Summary:
**F_max**: 0.6 eV/Å
**<S²>**: 0.76
**Spin multiplicity**: 2
**HOMO level (alpha / beta)**: -0.68 / -1.50 eV
**Net charge**: -2
**Frontier orbital gap (alpha / beta)**: 4.92 / 5.73 eV
**Energy above the lowest of the compared OMol25 structures with the same formula, charge and spin**: 0.574 eV
**Lowest unoccupied orbital energy (alpha / beta)**: 4.235 / 4.235 eV

XYZ file:
```
55
C19H23AlClN5O2S3Sb (ωB97M-V/def2-TZVPD)
Al 0.245 0.046 -0.010
S -2.711 -4.829 0.681
Sb -1.840 -3.109 -0.579
S -1.278 -1.356 0.998
S -0.057 -3.548 -1.956
C -1.475 1.986 1.880
N -0.982 1.992 0.484
C -0.076 3.144 0.307
N -0.740 4.414 0.622
C -1.216 4.342 2.005
N -2.154 3.240 2.220
C -3.281 3.414 1.307
N -2.855 3.449 -0.090
C -2.154 2.197 -0.394
C -1.907 4.549 -0.251
H -0.624 1.839 2.543
H -2.158 1.144 1.991
H 0.272 3.152 -0.728
H 0.784 3.004 0.960
H -1.711 5.285 2.257
H -0.356 4.205 2.665
H -3.792 4.352 1.547
H -3.977 2.585 1.444
H -1.822 2.218 -1.429
H -2.825 1.348 -0.268
H -2.413 5.493 -0.024
H -1.568 4.571 -1.289
Cl -1.991 -0.110 -2.559
C -0.289 0.206 -1.986
H -0.035 1.167 -2.437
H 0.284 -0.566 -2.502
C 1.243 0.655 1.659
C 1.876 0.901 2.670
C 2.653 1.156 3.838
C 3.109 0.095 4.632
C 3.867 0.335 5.765
C 4.189 1.635 6.138
C 3.741 2.695 5.362
C 2.982 2.462 4.227
H 2.854 -0.915 4.338
H 4.210 -0.501 6.364
H 4.783 1.818 7.026
H 3.986 3.713 5.642
H 2.634 3.287 3.619
O 2.610 -3.052 0.445
C 2.761 -2.111 -0.290
C 3.987 -1.922 -1.203
C 3.966 -0.435 -1.542
C 2.606 -0.009 -1.025
O 2.110 1.126 -1.096
N 1.947 -1.006 -0.428
H 3.832 -2.552 -2.080
H 4.885 -2.264 -0.690
H 4.044 -0.202 -2.604
H 4.736 0.135 -1.016
```

# 4
Entry from the Open Molecules 2025 dataset: C19H23AlIN5O4S as an isolated structure in a non-equilibrium geometry (ωB97M-V/def2-TZVPD).

Summary:
**F_max**: 6.5 eV/Å
**HOMO level (alpha / beta)**: 0.45 / 1.79 eV
**Net charge**: -2
**Frontier orbital gap (alpha / beta)**: 4.12 / 2.81 eV
**Energy above the lowest of the compared OMol25 structures with the same formula, charge and spin**: 0.941 eV
**Lowest unoccupied orbital energy (alpha / beta)**: 4.566 / 4.602 eV

XYZ file:
```
54
C19H23AlIN5O4S (ωB97M-V/def2-TZVPD)
C -1.432 3.762 -0.225
I -4.066 4.119 -0.442
H -1.175 4.770 -0.571
H -1.513 3.704 0.856
H -2.437 3.399 -0.718
C -2.956 -2.103 -1.669
C -3.082 -1.171 -2.646
N -2.508 -0.011 -2.162
C -1.960 -0.194 -0.916
N -2.340 -1.487 -0.603
H -3.235 -3.148 -1.659
H -3.508 -1.239 -3.636
C 0.701 1.998 3.655
C 0.199 1.726 1.454
N -0.127 1.367 2.751
H 2.370 3.405 3.241
N 1.243 2.588 1.615
H 0.654 1.815 4.718
Al -0.393 0.699 -0.130
C -0.452 2.702 -0.725
O 0.323 2.895 -1.639
C 1.547 2.777 2.947
C 2.064 3.230 0.618
H 2.939 3.574 1.178
H 1.584 4.114 0.180
H 2.382 2.544 -0.176
C -1.134 0.407 3.144
H -1.483 0.657 4.158
H -0.707 -0.610 3.153
H -1.991 0.417 2.455
C -2.176 -2.148 0.663
H -3.154 -2.408 1.100
H -1.667 -1.477 1.362
H -1.564 -3.054 0.550
C -2.518 1.216 -2.917
H -3.065 2.017 -2.398
H -3.029 1.000 -3.861
H -1.497 1.554 -3.127
O 0.342 -3.378 1.732
S 1.347 -2.379 1.451
O 2.067 -1.805 2.566
N 0.701 -1.091 0.530
C 1.327 -0.939 -0.640
O 0.986 0.113 -1.338
C 2.288 -1.975 -0.955
C 2.988 -2.158 -2.155
C 3.675 -3.359 -2.343
C 3.663 -4.354 -1.346
C 3.024 -4.115 -0.118
C 2.349 -2.907 0.073
H 2.988 -1.355 -2.896
H 4.227 -3.536 -3.265
H 4.142 -5.309 -1.544
H 3.051 -4.858 0.673
```